(1)
An isolated molecule of C2H4OP2 in a non-equilibrium geometry, computed with ωB97M-V with the def2-TZVPD basis set.

**M**: 106.00 g/mol
**Kohn-Sham gap (alpha / beta)**: 0.2417 / 0.2740 hartree
**HOMO level (alpha / beta)**: -6.101 / -9.842 eV

```
! RIJCOSX wB97M-V def2-TZVPD def2/J DEFGRID3
* xyz 0 3
C -1.945 -0.715 0.985
C -1.122 -1.409 0.439
O 1.710 1.918 -1.099
P 0.554 0.786 -0.557
P 0.434 -1.752 -0.203
H -2.776 -0.268 1.429
H 2.289 2.211 -0.417
H 0.776 1.065 0.904
H 0.081 -1.835 -1.480
*
```

(2)
A structure of composition C31H57AsCl4F6GeN6OPRu in a non-equilibrium geometry, computed with ωB97M-V with the def2-TZVPD basis set.

**M**: 1065.21 g/mol
**Kohn-Sham gap (alpha / beta)**: 0.2933 / 0.1546 hartree
**HOMO level (alpha / beta)**: -13.297 / -13.297 eV

```
! RIJCOSX wB97M-V def2-TZVPD def2/J DEFGRID3
* xyz 2 2
Ru 1.671 0.615 0.042
C 2.615 0.754 4.726
Ge 1.635 1.999 3.570
C -0.193 2.120 4.245
C 2.405 3.790 3.487
C 1.290 1.312 1.701
H 3.074 1.327 5.532
H 3.414 0.205 4.236
H 1.917 0.049 5.176
H -0.187 2.488 5.271
H -0.679 1.144 4.240
H -0.785 2.812 3.644
H 3.078 3.943 4.329
H 1.601 4.522 3.554
H 2.956 3.967 2.567
H 0.190 1.436 1.686
Cl 0.186 3.764 -4.095
C -0.348 4.044 -2.446
Cl 0.163 5.621 -1.847
Cl -2.107 3.858 -2.304
C 0.256 3.011 -1.595
N 0.727 2.206 -0.936
C -4.543 0.270 1.826
C -5.234 -0.821 0.997
C -4.642 -2.192 1.340
C -6.709 -0.843 1.426
C -5.140 -0.490 -0.524
O -5.954 0.658 -0.795
C -5.653 -1.611 -1.470
C -4.673 -2.689 -1.965
C -4.649 -4.013 -1.290
C -5.845 -4.693 -0.941
C -5.809 -5.948 -0.403
C -4.556 -6.574 -0.194
Cl -4.502 -8.114 0.468
C -3.351 -5.922 -0.546
C -3.406 -4.667 -1.085
C -3.792 0.080 -1.041
N -2.510 -0.374 -0.516
C -1.520 0.427 -0.150
N -0.416 -0.282 0.053
C -0.815 -1.557 -0.206
N -2.067 -1.649 -0.560
H -4.815 0.154 2.875
H -4.863 1.264 1.508
H -3.455 0.208 1.771
H -4.582 -2.296 2.425
H -3.647 -2.348 0.933
H -5.293 -2.994 0.989
H -6.772 -1.197 2.455
H -7.319 -1.517 0.823
H -7.157 0.151 1.406
H -6.885 0.430 -0.684
H -5.995 -1.072 -2.356
H -6.544 -2.064 -1.034
H -3.655 -2.309 -2.033
H -4.959 -2.934 -2.999
H -6.798 -4.215 -1.123
H -6.711 -6.484 -0.141
H -2.413 -6.435 -0.386
H -2.501 -4.143 -1.366
H -3.819 1.149 -0.838
H -3.760 -0.036 -2.126
H -1.626 1.495 -0.061
H -0.169 -2.419 -0.182
N 3.160 -1.587 1.849
N 2.165 -1.265 0.852
H 4.065 -1.352 1.444
H 3.014 -0.931 2.614
H 1.284 -1.599 1.245
H 2.350 -1.889 0.062
F 1.559 -0.421 -1.944
As 0.689 -1.109 -3.424
F 0.483 -2.539 -2.453
F 2.222 -1.676 -3.941
F -0.155 -1.789 -4.733
F 0.948 0.397 -4.209
F -0.767 -0.448 -2.724
C 4.960 1.499 2.244
C 5.125 2.097 0.854
C 5.174 3.621 0.925
P 3.962 1.327 -0.392
C 5.112 -0.082 -0.871
C 4.522 -1.343 -1.505
C 6.275 0.400 -1.751
C 4.041 2.477 -1.843
C 3.442 1.808 -3.082
C 3.396 3.854 -1.618
H 5.794 1.800 2.879
H 4.938 0.408 2.240
H 4.046 1.861 2.707
H 6.100 1.780 0.478
H 4.196 4.075 1.076
H 5.613 4.051 0.028
H 5.808 3.911 1.764
H 5.548 -0.361 0.097
H 3.940 -1.140 -2.399
H 3.911 -1.926 -0.820
H 5.344 -2.000 -1.791
H 5.954 0.548 -2.782
H 7.047 -0.369 -1.756
H 6.741 1.320 -1.402
H 5.107 2.630 -2.025
H 2.358 1.770 -3.025
H 3.789 0.787 -3.240
H 3.704 2.387 -3.967
H 2.575 3.829 -0.900
H 3.002 4.218 -2.568
H 4.103 4.598 -1.263
*
```

(3)
A cluster of 19 separate species, C13H55F10N2O21S3 in total in a non-equilibrium geometry, computed with ωB97M-V with the def2-TZVPD basis set.

**M**: 861.76 g/mol
**Kohn-Sham gap**: 0.2831 hartree
**HOMO level**: -11.290 eV

```
! RIJCOSX wB97M-V def2-TZVPD def2/J DEFGRID3
* xyz 1 1
O 1.592 -1.826 0.392
S 0.997 -1.447 -0.864
O 1.270 -2.497 -1.820
C 1.551 0.097 -1.633
C 0.285 0.942 -2.138
N 0.810 1.872 -3.128
C -0.208 2.531 -3.952
C -0.938 3.723 -3.300
C -2.017 3.327 -2.234
S -2.034 4.509 -0.832
C 1.825 2.769 -2.593
C 2.928 2.131 -1.705
N 2.471 0.955 -0.870
S 4.028 0.021 -0.658
C 2.015 1.316 0.525
C 1.311 2.683 0.728
O 2.218 3.709 1.079
C 0.402 2.464 1.976
F 1.086 2.170 3.063
F -0.578 1.597 1.745
F -0.196 3.648 2.228
C -0.850 -1.537 -0.584
F -1.449 -1.774 -1.736
F -1.327 -0.446 0.024
C -1.223 -2.766 0.366
F -2.436 -3.169 -0.051
F -0.426 -3.808 0.207
C -1.409 -2.332 1.859
F -1.418 -3.466 2.596
F -0.443 -1.593 2.337
F -2.588 -1.782 2.056
H 2.100 -0.179 -2.591
H -0.195 1.413 -1.258
H -0.471 0.319 -2.635
H 0.229 2.866 -4.907
H -0.964 1.769 -4.211
H -1.477 4.242 -4.109
H -0.281 4.481 -2.856
H -3.006 3.452 -2.700
H -1.966 2.281 -1.904
H -0.794 5.056 -0.719
H 1.420 3.640 -2.036
H 2.345 3.210 -3.460
H 3.483 2.843 -1.083
H 3.683 1.701 -2.386
H 3.920 -0.553 0.575
H 1.373 0.556 0.987
H 2.922 1.365 1.144
H 0.614 2.983 -0.068
H 1.878 4.499 0.628
O -4.268 -2.232 4.806
H -4.158 -1.852 3.928
H -3.882 -3.116 4.731
O 1.524 3.956 -6.358
H 1.383 3.887 -7.310
H 2.458 3.745 -6.245
O -0.538 2.477 5.673
H -1.063 1.666 5.626
H -0.525 2.797 4.765
O -3.649 2.314 5.668
H -2.812 2.652 6.010
H -3.927 1.664 6.324
O 0.693 -0.015 6.776
H 0.029 -0.442 7.330
H 0.375 0.891 6.669
O 0.905 -4.835 -3.980
H 0.962 -4.025 -3.462
H 0.204 -5.338 -3.552
O -5.609 -1.424 1.217
H -5.767 -1.558 0.276
H -4.680 -1.643 1.334
O -7.486 -2.776 4.504
H -6.542 -2.587 4.567
H -7.826 -2.576 5.383
O -1.740 6.435 1.550
H -1.351 5.963 2.295
H -1.909 7.319 1.894
O -1.970 -1.182 6.985
H -2.397 -1.618 6.237
H -1.992 -1.846 7.682
O -1.711 -4.090 5.383
H -1.587 -3.713 4.502
H -1.327 -4.971 5.309
O 6.741 0.075 0.027
H 7.249 0.783 0.442
H 7.077 -0.724 0.450
O 2.407 -4.974 -0.632
H 1.759 -5.296 0.004
H 2.119 -4.076 -0.836
O 1.529 -7.876 -5.419
H 1.909 -8.324 -4.655
H 1.342 -6.984 -5.101
O -5.045 5.100 -1.789
H -5.686 4.759 -1.155
H -5.329 6.007 -1.947
O 0.087 -9.073 -7.739
H 0.580 -8.365 -7.304
H 0.444 -9.877 -7.349
O 1.502 -0.874 -4.820
H 1.120 -1.264 -5.615
H 1.454 -1.581 -4.168
O 9.213 0.047 0.728
H 9.088 -0.030 -0.226
H 10.141 -0.179 0.861
*
```

(4)
A structure of composition C15H35CuF6GeNO5S6SbSi3 in a non-equilibrium geometry, computed with ωB97M-V with the def2-TZVPD basis set.

**M**: 958.01 g/mol
**Kohn-Sham gap (alpha / beta)**: 0.1962 / 0.1962 hartree
**HOMO level (alpha / beta)**: -2.320 / -2.320 eV

```
! RIJCOSX wB97M-V def2-TZVPD def2/J DEFGRID3
* xyz -2 1
Cu 1.636 1.073 -0.237
S 5.862 2.838 2.520
Sb 4.074 1.531 1.993
S 1.181 1.585 1.814
S 4.107 0.827 -0.260
S 3.875 -0.248 3.434
F 1.527 5.683 -0.680
C 2.205 5.337 0.450
F 3.503 5.558 0.154
F 1.875 6.287 1.357
S 1.771 3.531 1.031
O 2.126 3.023 -0.310
O 2.713 3.697 2.135
N 0.237 4.109 1.128
S -0.768 3.585 0.106
O -0.539 2.243 -0.418
O -2.112 3.859 0.522
C -0.758 4.514 -1.556
F -0.890 5.844 -1.500
F 0.248 4.224 -2.380
F -1.871 4.074 -2.183
C -3.567 1.634 -1.165
Si -2.180 0.389 -1.620
C -3.314 -1.032 -2.324
C -1.197 0.956 -3.171
Ge -0.630 -0.359 0.198
Si -0.383 -2.884 -0.275
C 0.493 -4.379 0.601
C -0.253 -3.340 -2.154
C -2.208 -3.374 0.153
Si -1.777 -0.064 2.364
C -3.592 -0.744 2.265
C -0.809 -1.161 3.610
C -2.008 1.694 3.070
H -4.003 2.080 -2.058
H -3.177 2.443 -0.559
H -4.373 1.161 -0.607
H -3.833 -0.683 -3.211
H -4.073 -1.319 -1.604
H -2.765 -1.924 -2.594
H -1.806 1.528 -3.866
H -0.768 0.116 -3.713
H -0.380 1.591 -2.846
H 1.425 -4.662 0.125
H -0.160 -5.249 0.573
H 0.703 -4.170 1.646
H 0.746 -3.653 -2.430
H -0.513 -2.485 -2.769
H -0.926 -4.154 -2.412
H -2.308 -3.594 1.210
H -2.535 -4.251 -0.399
H -2.885 -2.562 -0.080
H -3.614 -1.810 2.078
H -4.145 -0.252 1.470
H -4.119 -0.564 3.197
H -0.846 -2.209 3.328
H -1.177 -1.069 4.627
H 0.233 -0.852 3.602
H -2.258 2.393 2.277
H -1.079 2.036 3.511
H -2.786 1.749 3.828
C 3.649 -2.868 -1.739
C 4.103 -2.729 -0.287
C 2.878 -2.132 0.416
O 1.964 -1.721 -0.612
C 2.667 -1.707 -1.844
H 3.128 -3.817 -1.888
H 4.468 -2.785 -2.452
H 4.932 -2.026 -0.224
H 4.398 -3.682 0.151
H 3.160 -1.273 1.027
H 2.359 -2.847 1.048
H 3.210 -0.759 -1.946
H 1.933 -1.798 -2.645
*
```

(5)
A structure of composition C44H45BaClIN7O4P2Si in a non-equilibrium geometry, computed with ωB97M-V with the def2-TZVPD basis set.

**M**: 1125.61 g/mol
**Kohn-Sham gap**: 0.2128 hartree
**HOMO level**: -5.921 eV

```
! RIJCOSX wB97M-V def2-TZVPD def2/J DEFGRID3
* xyz 0 1
Ba -0.916 -1.949 0.220
C 3.113 -1.472 0.396
Si 1.595 -0.522 -0.356
C 2.161 -0.140 -2.157
C 3.401 -0.540 -2.647
C 3.754 -0.381 -3.976
C 2.868 0.206 -4.864
C 1.635 0.631 -4.400
C 1.278 0.450 -3.069
P -0.350 1.019 -2.427
C -1.562 0.564 -3.740
C -2.555 -0.306 -3.292
C -3.581 -0.719 -4.120
C -3.610 -0.286 -5.436
C -2.629 0.578 -5.897
C -1.626 1.024 -5.053
C -0.168 2.820 -2.676
C -1.213 3.617 -3.137
C -1.102 4.994 -3.113
C 0.041 5.593 -2.611
C 1.072 4.808 -2.124
C 0.971 3.431 -2.155
C 2.032 1.155 0.525
C 3.229 1.788 0.184
C 3.710 2.883 0.873
C 2.987 3.398 1.937
C 1.783 2.815 2.276
C 1.308 1.697 1.589
P -0.333 1.021 2.076
C -1.287 2.568 1.831
C -1.865 2.723 0.574
C -2.540 3.884 0.250
C -2.655 4.901 1.184
C -2.098 4.747 2.443
C -1.418 3.587 2.770
C -0.210 0.925 3.897
C 0.983 0.571 4.525
C 1.018 0.334 5.888
C -0.141 0.429 6.644
C -1.341 0.750 6.024
C -1.378 0.982 4.662
H 4.050 -0.921 0.399
H 3.275 -2.412 -0.121
H 2.875 -1.705 1.431
H 4.110 -0.997 -1.974
H 4.720 -0.716 -4.326
H 3.130 0.325 -5.907
H 0.952 1.103 -5.090
H -2.530 -0.635 -2.263
H -4.355 -1.365 -3.725
H -4.407 -0.600 -6.095
H -2.648 0.917 -6.923
H -0.916 1.747 -5.427
H -2.115 3.156 -3.518
H -1.912 5.606 -3.482
H 0.123 6.670 -2.593
H 1.957 5.270 -1.713
H 1.770 2.813 -1.772
H 3.802 1.403 -0.650
H 4.651 3.333 0.587
H 3.360 4.248 2.491
H 1.210 3.236 3.090
H -1.788 1.915 -0.145
H -2.979 3.997 -0.731
H -3.183 5.810 0.937
H -2.188 5.537 3.176
H -1.000 3.480 3.762
H 1.887 0.497 3.935
H 1.954 0.077 6.368
H -0.116 0.242 7.708
H -2.250 0.814 6.607
H -2.318 1.221 4.180
O -3.572 -3.058 1.111
Cl -3.608 -2.423 -0.146
O -4.911 -2.357 -0.670
O -3.055 -1.119 -0.016
O -2.766 -3.145 -1.053
C 1.059 -4.137 5.511
N -0.053 -3.776 4.655
C -1.080 -3.016 5.337
C 0.086 -3.564 3.296
N -0.477 -2.640 2.632
N 0.886 -4.510 2.680
C 1.031 -4.770 1.333
N 1.872 -5.837 1.098
N 0.427 -4.130 0.423
H 0.721 -4.851 6.267
H 1.450 -3.250 6.023
H 1.882 -4.582 4.955
H -1.270 -3.494 6.297
H -1.997 -3.043 4.751
H -0.787 -1.976 5.515
H -0.996 -1.992 3.208
H 1.195 -5.258 3.284
H 2.540 -6.094 1.804
H 2.202 -5.932 0.151
H 0.660 -4.454 -0.508
I 0.202 -1.732 -7.064
C -0.232 -2.495 -5.177
C -1.451 -2.982 -4.761
N -1.288 -3.339 -3.476
N -0.051 -3.100 -3.046
C 0.615 -2.600 -4.067
H -2.369 -3.086 -5.301
H -1.993 -3.577 -2.792
H 1.649 -2.330 -3.981
*
```

(6)
A structure of composition C2H2Br2Cl2 in a non-equilibrium geometry, computed with ωB97M-V with the def2-TZVPD basis set.

**M**: 256.75 g/mol
**Kohn-Sham gap (alpha / beta)**: 0.2864 / 0.2861 hartree
**HOMO level (alpha / beta)**: -8.932 / -8.968 eV

```
! RIJCOSX wB97M-V def2-TZVPD def2/J DEFGRID3
* xyz 0 1
C 0.758 0.647 1.154
C -0.937 0.950 -1.050
Cl -0.241 1.775 2.219
Cl 2.116 1.379 0.520
Br -2.519 1.483 -0.054
Br -0.030 2.392 -1.835
H 0.770 -0.331 1.613
H -0.296 0.370 -0.326
*
```

(7)
A cluster of 2 separate species, C3H11N2O2 in total in a non-equilibrium geometry, computed with ωB97M-V with the def2-TZVPD basis set.

**M**: 107.13 g/mol
**Kohn-Sham gap (alpha / beta)**: 0.2823 / 0.3252 hartree
**HOMO level (alpha / beta)**: -11.651 / -12.521 eV

```
! RIJCOSX wB97M-V def2-TZVPD def2/J DEFGRID3
* xyz 1 1
C 1.041 -1.380 0.653
C -1.556 0.098 0.502
C 1.727 -0.206 -0.202
N -2.004 -0.499 -0.544
N -1.095 1.486 0.244
O 1.529 1.096 0.292
O 1.196 -0.286 -1.486
H 1.028 -2.305 0.107
H 1.217 -1.362 1.720
H -0.732 -0.603 1.134
H 2.926 -0.495 -0.245
H -2.545 -1.343 -0.505
H -1.816 -0.164 -1.526
H -1.591 2.244 0.671
H -0.883 1.649 -0.825
H -0.075 1.571 0.599
H 2.241 1.087 1.005
H 1.769 -0.780 -2.122
*
```